Entry from OMol25: a 2-piece molecular cluster, Cl2HOP overall in a non-equilibrium geometry (wB97M-V/def2-TZVPD).

Last column: Mulliken charge in e.
Element x y z (Å)
O1 -1.3812 2.0272 0.0009  -0.33
P1 -1.9584 0.7667 0.4071  0.54
Cl1 3.1809 -0.6656 0.6763  -0.27
Cl2 -2.6257 -0.1760 -1.3456  -0.21
H1 2.7845 -1.9523 0.2613  0.27

Summary:
Lowest unoccupied orbital energy, eV: -1.137
ΔE to the lowest compared entry with this formula, charge and spin, kcal/mol: 22.9
HOMO level, eV: -11.00
HOMO-LUMO gap, eV: 9.9
SMILES: O=PCl.Cl
Molecular weight, g mol⁻¹: 118.9